Record 1
2 unconnected molecules or ions with the total composition C35H68FNO7 at a distorted geometry, computed with ωB97M-V/def2-TZVPD.

Results
HOMO in eV: -8.8
SMILES string: C#CCN[C@](COC)([C@H](C)F)[C@@H](CCCCCCCCCCCC)OCCCCCCOC(C)=O.COCCOCCOC
E_LUMO in eV: 0.7
F_max in Eh/bohr: 0.0488
Charge: 0

XYZ file:
```
112
Properties=species:S:1:pos:R:3:lowdin_charge:R:1
C -0.0442 4.9742 -3.6230 0.07
C -0.6131 4.7124 -2.5920 -0.11
C -1.1777 4.4975 -1.1557 -0.20
N -0.9551 3.2087 -0.5305 0.00
C 0.4239 2.8190 -0.2417 -0.28
C 1.3557 3.9685 0.3043 -0.14
O 2.7694 3.6622 0.2126 -0.20
C 3.4395 4.5545 -0.6819 -0.12
C 1.2002 2.1711 -1.5047 -0.24
C 0.2595 1.4259 -2.5196 -0.03
F 2.1746 1.1967 -1.0934 -0.06
C 0.2759 1.5710 0.7935 -0.21
C 1.4076 1.5049 1.8819 -0.12
C 1.1689 0.3550 2.9690 -0.17
C 2.3055 0.5829 4.0827 -0.22
C 2.8035 -0.7744 4.7334 -0.21
C 3.7122 -1.6561 3.7792 -0.21
C 4.5460 -0.8207 2.7279 -0.22
C 5.5838 -1.7279 1.9466 -0.18
C 4.8270 -2.2588 0.6288 -0.21
C 5.6963 -2.0827 -0.6790 -0.22
C 6.1342 -0.5890 -0.9812 -0.20
C 6.2269 -0.4449 -2.5820 -0.26
C 5.0057 0.3684 -3.1816 -0.12
O -0.9928 1.6334 1.5225 -0.14
C -1.8877 0.6015 1.1024 -0.22
C -1.7483 -0.7807 1.8473 -0.15
C -0.9169 -1.8740 1.0232 -0.21
C -0.7876 -3.2240 1.8346 -0.20
C -0.2102 -4.4467 1.0093 -0.16
C 0.7539 -4.0683 -0.1801 -0.19
O 0.0753 -4.0294 -1.4683 -0.05
C 0.5750 -2.9884 -2.2717 -0.46
C 1.3228 -3.2464 -3.6245 0.02
O 0.3981 -1.8432 -1.9234 0.08
H 0.2382 5.4264 -4.6000 0.05
H -0.8244 5.3592 -0.5132 0.12
H -2.2992 4.6520 -1.2348 0.13
H -1.5510 2.4539 -0.8543 0.11
H 1.0411 4.1713 1.3760 0.14
H 1.2525 4.9580 -0.2246 0.11
H 4.3686 4.0081 -1.0390 0.10
H 3.8130 5.5022 -0.1949 0.10
H 2.8529 4.7761 -1.6268 0.09
H 1.7053 3.0043 -2.0816 0.13
H -0.4804 0.8180 -1.9114 0.07
H 0.8886 0.6802 -3.0896 0.09
H -0.2831 2.0875 -3.2405 0.07
H 0.2212 0.5831 0.2411 0.13
H 2.3758 1.2247 1.3682 0.11
H 1.5181 2.4479 2.4983 0.12
H 0.2034 0.6011 3.4989 0.11
H 1.1929 -0.6787 2.5343 0.10
H 3.1278 1.2317 3.6769 0.10
H 1.8376 1.1768 4.9306 0.11
H 3.3925 -0.4777 5.6579 0.11
H 1.8786 -1.3242 5.0897 0.11
H 3.0619 -2.4346 3.2882 0.10
H 4.4573 -2.1895 4.4442 0.11
H 5.0284 0.0342 3.2998 0.12
H 3.7916 -0.3171 2.0468 0.09
H 6.4801 -1.0984 1.7084 0.10
H 5.8149 -2.6019 2.6255 0.11
H 3.8064 -1.7879 0.5129 0.10
H 4.6415 -3.3583 0.8131 0.10
H 6.6303 -2.7091 -0.5807 0.12
H 5.0927 -2.5067 -1.5398 0.10
H 7.1911 -0.4552 -0.6120 0.10
H 5.4450 0.1860 -0.5320 0.12
H 6.2454 -1.4769 -3.0347 0.09
H 7.2176 0.0378 -2.8191 0.10
H 4.0892 0.0917 -2.5874 0.06
H 5.2512 1.4662 -3.0904 0.07
H 4.8122 0.0607 -4.2479 0.07
H -1.8900 0.4257 -0.0234 0.10
H -2.9346 0.9824 1.3287 0.12
H -1.3893 -0.7202 2.9075 0.10
H -2.7970 -1.2173 1.9043 0.12
H -1.5695 -2.1099 0.1239 0.12
H 0.0772 -1.4958 0.6735 0.08
H -0.1671 -3.0009 2.7547 0.11
H -1.8029 -3.5411 2.2204 0.11
H 0.3986 -5.0816 1.7260 0.11
H -1.0085 -5.1433 0.6093 0.12
H 1.5365 -4.8867 -0.2685 0.13
H 1.3206 -3.1282 0.0598 0.12
H 0.5922 -3.1562 -4.4836 0.10
H 2.0708 -2.4176 -3.7567 0.09
H 1.8435 -4.2412 -3.6141 0.09
C -8.9924 -0.8146 1.4200 -0.11
O -8.1459 -1.1588 0.3386 -0.20
C -8.7749 -1.1251 -0.9320 -0.19
C -8.0180 -0.2676 -1.9440 -0.17
O -7.9222 1.1243 -1.6619 -0.12
C -7.1891 1.5334 -0.5138 -0.17
C -5.6981 1.2051 -0.4933 -0.19
O -5.4533 -0.1912 -0.4294 -0.20
C -4.5483 -0.6747 -1.4068 -0.10
H -9.4415 -1.7180 1.8426 0.09
H -8.3812 -0.3381 2.1892 0.09
H -9.7740 -0.1071 1.1270 0.09
H -9.8132 -0.7829 -0.8629 0.12
H -8.7897 -2.1555 -1.3076 0.13
H -8.5664 -0.3335 -2.8892 0.13
H -7.0324 -0.6791 -2.1579 0.10
H -7.6792 1.1811 0.3950 0.10
H -7.2790 2.6226 -0.4840 0.13
H -5.2685 1.6416 0.4186 0.12
H -5.2060 1.6700 -1.3517 0.12
H -4.5398 -0.0612 -2.3119 0.09
H -4.8600 -1.6831 -1.6868 0.09
H -3.5423 -0.7311 -0.9802 0.06
```


Record 2
A single C4H11NO2 molecule at a distorted geometry, computed with ωB97M-V/def2-TZVPD.

Results
HOMO in eV: -9.7
SMILES string: C[C@H](O)[C@@H](N)CO
Energy above the lowest of the compared OMol25 structures with the same formula, charge and spin in kJ/mol: 137.0
E_LUMO in eV: 0.8
F_max in Eh/bohr: 0.0460
Charge: 0

XYZ file:
```
18
Properties=species:S:1:pos:R:3:lowdin_charge:R:1
C -0.3047 -1.3590 1.1248 -0.23
O 0.5878 -1.7404 2.1909 -0.07
C 0.3991 -0.3622 0.2400 -0.34
C -0.4433 0.0640 -0.9943 -0.39
C 0.2498 1.1798 -1.7636 -0.03
O -1.8201 0.2905 -0.6185 -0.04
N 0.7381 0.8099 1.0955 0.06
H -1.1615 -0.8779 1.6049 0.12
H -0.5711 -2.2491 0.5664 0.13
H 1.3004 -0.7962 -0.2163 0.15
H -0.5490 -0.8427 -1.6043 0.14
H -0.2084 2.1326 -1.4776 0.09
H 0.2336 1.0253 -2.8336 0.08
H 1.2813 1.2912 -1.4452 0.07
H -2.1622 -0.4587 -0.1370 0.06
H 0.0678 1.5522 0.9109 0.08
H 1.5994 1.2232 0.7658 0.07
H 0.7634 -0.8822 2.5913 0.06
```


Record 3
A single C4H6O2 molecule, computed with ωB97M-V/def2-TZVPD.

Results
HOMO in eV: -10.0
SMILES string: O=CC[C@H]1CO1
Energy above the lowest of the compared OMol25 structures with the same formula, charge and spin in kJ/mol: 188.0
E_LUMO in eV: 1.0
F_max in Eh/bohr: 0.0103
Charge: 0

XYZ file:
```
12
Properties=species:S:1:pos:R:3:lowdin_charge:R:1
O 1.8225 0.4035 1.4775 0.06
C 1.8583 0.1850 0.2896 -0.25
C 0.6780 -0.2919 -0.5182 -0.11
C -0.5877 -0.3980 0.2953 -0.31
C -1.7404 0.4687 0.0496 -0.11
O -1.7253 -0.8751 -0.4073 -0.04
H 2.8018 0.3157 -0.2817 0.12
H 0.9377 -1.2749 -0.9384 0.13
H 0.5435 0.3726 -1.3824 0.13
H -0.4623 -0.8136 1.2952 0.15
H -2.4404 0.6839 0.8558 0.11
H -1.6858 1.2240 -0.7350 0.11
```